Density functional theory data (ωB97M-V/def2-TZVPD) for a 7-piece molecular cluster, C34H70N2O8S2 overall.

Output
gap between HOMO and LUMO	7.22	eV
LUMO level	-1.215	eV
SMILES	CC(=O)OCCc1cc(S)c2nsnc2c1.CCOCC.CCOCC.CCOCC.CCOCC.CCOCC.CCOCC
net charge	0
calculated total energy	-2844.961611	hartree

Positions of all 116 atoms, in Å:
1 C 3.556 0.504 0.954
2 C 2.408 1.057 1.920
3 O 2.562 0.961 3.164
4 O 1.217 1.671 1.423
5 C 1.246 3.111 1.731
6 C -0.035 3.734 0.924
7 C -1.219 2.631 1.096
8 C -1.574 1.716 -0.138
9 C -2.686 0.631 0.064
10 S -3.048 -0.471 -1.385
11 C -3.376 0.533 1.457
12 N -4.421 -0.443 1.783
13 S -4.797 -0.066 3.413
14 N -3.786 1.224 3.874
15 C -2.996 1.493 2.696
16 C -1.866 2.573 2.496
17 H 4.473 1.179 1.123
18 H 3.854 -0.567 1.254
19 H 3.252 0.558 -0.144
20 H 2.237 3.579 1.419
21 H 0.992 3.250 2.840
22 H 0.275 3.823 -0.179
23 H -0.336 4.763 1.312
24 H -1.000 1.873 -1.105
25 H -1.869 -1.209 -1.572
26 H -1.581 3.231 3.382
27 C 5.343 -2.885 -3.616
28 C 5.178 -2.105 -2.323
29 O 3.838 -2.073 -1.849
30 C 3.248 -3.320 -1.523
31 C 3.962 -4.062 -0.406
32 H 4.640 -2.528 -4.374
33 H 6.361 -2.781 -3.997
34 H 5.149 -3.951 -3.469
35 H 5.466 -1.067 -2.504
36 H 5.849 -2.483 -1.545
37 H 3.161 -3.943 -2.420
38 H 2.227 -3.097 -1.199
39 H 4.960 -4.384 -0.714
40 H 3.398 -4.952 -0.118
41 H 4.082 -3.419 0.470
42 C 8.658 -0.520 0.355
43 C 8.839 -1.540 -0.756
44 O 8.616 -1.007 -2.055
45 C 9.480 0.044 -2.464
46 C 10.942 -0.363 -2.527
47 H 7.687 -0.023 0.268
48 H 8.724 -1.004 1.332
49 H 9.426 0.257 0.314
50 H 8.104 -2.337 -0.621
51 H 9.825 -2.013 -0.702
52 H 9.341 0.923 -1.826
53 H 9.156 0.335 -3.467
54 H 11.339 -0.580 -1.531
55 H 11.544 0.440 -2.958
56 H 11.067 -1.265 -3.131
57 C -6.525 -4.400 -4.867
58 C -6.988 -5.105 -3.604
59 O -5.952 -5.296 -2.651
60 C -5.341 -4.119 -2.138
61 C -6.305 -3.212 -1.393
62 H -5.654 -4.905 -5.294
63 H -7.326 -4.383 -5.610
64 H -6.235 -3.366 -4.665
65 H -7.347 -6.102 -3.871
66 H -7.834 -4.582 -3.147
67 H -4.825 -3.578 -2.938
68 H -4.568 -4.453 -1.440
69 H -7.050 -2.782 -2.068
70 H -5.766 -2.388 -0.920
71 H -6.846 -3.770 -0.624
72 C -5.230 7.167 -0.378
73 C -3.903 6.449 -0.205
74 O -3.748 5.844 1.071
75 C -4.690 4.834 1.409
76 C -4.653 3.637 0.475
77 H -5.395 7.874 0.441
78 H -5.249 7.711 -1.325
79 H -6.068 6.466 -0.377
80 H -3.095 7.179 -0.298
81 H -3.747 5.709 -0.998
82 H -5.698 5.257 1.472
83 H -4.431 4.498 2.418
84 H -4.989 3.905 -0.530
85 H -5.307 2.844 0.846
86 H -3.638 3.246 0.387
87 C 0.343 -4.561 -5.377
88 C 0.186 -3.783 -4.081
89 O -1.149 -3.733 -3.604
90 C -1.760 -4.975 -3.279
91 C -1.049 -5.727 -2.167
92 H -0.355 -4.193 -6.134
93 H 1.363 -4.468 -5.757
94 H 0.136 -5.624 -5.233
95 H 0.486 -2.747 -4.258
96 H 0.851 -4.171 -3.302
97 H -1.862 -5.596 -4.175
98 H -2.775 -4.740 -2.948
99 H -0.057 -6.062 -2.482
100 H -1.623 -6.610 -1.877
101 H -0.914 -5.086 -1.292
102 C -2.535 5.614 8.794
103 C -2.856 5.293 7.344
104 O -1.703 5.170 6.523
105 C -0.788 4.139 6.868
106 C -1.391 2.746 6.794
107 H -1.881 6.488 8.860
108 H -3.452 5.813 9.353
109 H -2.019 4.784 9.283
110 H -3.444 6.114 6.926
111 H -3.477 4.395 7.266
112 H -0.353 4.329 7.855
113 H 0.033 4.203 6.149
114 H -2.161 2.604 7.557
115 H -0.621 1.988 6.951
116 H -1.861 2.580 5.821